Entry 1:
ORCA calculation (ωB97M-V with the def2-TZVPD basis set) on an isolated ion of composition C9H16N6 and charge +2 at a distorted geometry.

Element x y z (Å)
C: 1.648 -0.710 2.337
C: 1.225 -0.256 0.970
C: -0.007 -0.229 0.510
C: -1.301 -0.493 0.929
N: -2.279 0.397 1.266
C: -3.422 -0.328 1.459
N: -3.199 -1.579 1.251
N: -1.914 -1.700 0.920
C: -1.354 -2.990 0.640
N: 2.338 0.183 0.209
C: 2.366 1.064 -0.770
N: 1.347 1.360 -1.579
C: 1.376 2.634 -2.288
C: 0.295 0.500 -1.801
N: -0.838 0.937 -2.341
H: 0.789 -1.013 2.930
H: 2.158 0.096 2.864
H: 2.331 -1.555 2.259
H: -2.165 1.386 1.423
H: -4.372 0.083 1.737
H: -0.373 -3.093 1.102
H: -2.033 -3.738 1.048
H: -1.266 -3.151 -0.436
H: 3.220 0.017 0.690
H: 3.279 1.632 -0.912
H: 0.977 2.517 -3.295
H: 0.812 3.401 -1.754
H: 2.405 2.980 -2.371
H: 0.528 -0.553 -1.869
H: -1.502 0.286 -2.730
H: -1.070 1.918 -2.393

Values from the calculation:
Total charge: +2
Structure (SMILES): CC(=C=C1NC=NN1C)/[NH+]=C\N(C)C=[NH2+]
ΔE to the lowest compared entry with this formula, charge and spin, eV: 0.385
HOMO-LUMO gap (spin up / spin down), eV: 6.99 / 6.99

Atom charges from the Löwdin analysis, given in e for atoms 1 to 6: 0.0019 -0.2904 0.0539 -0.2301 0.1831 -0.0841



Entry 2:
ORCA calculation (ωB97M-V with the def2-TZVPD basis set) on a 2-piece molecular cluster, C9H16NO overall at a distorted geometry.

Element x y z (Å)
C: -2.005 2.158 -2.128
C: 0.886 1.740 0.368
C: 0.053 2.223 -0.667
C: 0.243 0.970 1.381
C: -1.318 1.799 -0.919
C: -1.190 0.695 1.263
C: -1.899 1.146 0.113
O: 1.069 0.163 2.257
H: 1.870 2.193 0.515
H: 0.395 3.095 -1.152
H: 0.691 0.229 3.169
H: -1.765 0.235 2.142
H: -1.945 1.310 -2.886
H: -1.797 3.172 -2.536
H: -2.979 1.087 0.164
H: -3.045 2.332 -1.895
C: 0.590 -2.731 -0.289
C: 0.816 -3.341 -1.592
N: 1.910 -2.787 0.506
H: 0.337 -1.609 -0.533
H: -0.346 -2.960 0.295
H: 0.480 -4.334 -1.747
H: 1.951 -3.392 -1.908
H: 2.743 -2.270 0.186
H: 1.714 -2.319 1.456
H: 2.286 -3.811 0.352
H: 0.429 -2.713 -2.399

Values from the calculation:
Total charge: +1
ΔE to the lowest compared entry with this formula, charge and spin, eV: 2.413
HOMO-LUMO gap, eV: 7.97

Atom charges from the Löwdin analysis, given in e for atoms 1 to 6: -0.0690 -0.0251 -0.0098 -0.2708 -0.3189 -0.0178



Entry 3:
ORCA calculation (ωB97M-V with the def2-TZVPD basis set) on a 2-piece molecular cluster, C9H16NO overall at a distorted geometry.

Element x y z (Å)
C: 2.913 0.727 0.559
C: 2.075 1.897 0.148
N: 2.461 -0.374 -0.385
H: 4.070 0.880 0.280
H: 3.004 0.350 1.577
H: 0.919 1.565 0.153
H: 1.991 2.418 -0.827
H: 2.494 -1.352 0.022
H: 1.417 -0.327 -0.691
H: 2.959 -0.233 -1.219
H: 2.107 2.743 1.009
C: -2.820 1.554 -0.515
C: -0.492 -1.980 0.145
C: -0.792 -1.151 1.278
C: -1.174 -1.726 -1.080
C: -1.701 -0.106 1.159
C: -2.201 -0.747 -1.161
C: -2.314 0.187 -0.095
O: 0.512 -2.906 0.412
H: -0.415 -1.399 2.292
H: 0.206 -3.814 0.772
H: -1.064 -2.152 -2.005
H: -2.142 0.367 1.991
H: -2.766 -0.429 -1.948
H: -3.073 2.141 0.432
H: -3.828 1.688 -1.000
H: -2.344 2.178 -1.303

Values from the calculation:
Total charge: +2
<S²>: 0.7681
2S+1: 2
ΔE to the lowest compared entry with this formula, charge and spin, eV: 3.044
HOMO-LUMO gap (spin up / spin down), eV: 10.05 / 6.76

Atom charges from the Löwdin analysis, given in e for atoms 1 to 6: -0.1965 -0.1078 0.1539 0.1850 0.1302 0.0922



Entry 4:
ORCA calculation (ωB97M-V with the def2-TZVPD basis set) on a 4-piece molecular cluster, C9H16NO12S overall at a distorted geometry.

Element x y z (Å)
N: 21.786 -21.255 36.117
O: 20.856 -20.997 36.860
O: 21.395 -21.669 35.046
O: 22.815 -20.614 36.180
O: 23.085 -25.322 30.763
S: 22.647 -25.326 32.123
O: 21.183 -25.306 32.267
O: 23.067 -26.697 33.029
C: 22.147 -27.875 32.816
C: 22.748 -28.987 33.648
C: 23.325 -23.971 32.990
H: 21.952 -28.203 31.847
H: 21.179 -27.656 33.486
H: 22.114 -29.956 33.655
H: 23.002 -28.524 34.671
H: 23.760 -29.355 33.265
H: 24.332 -23.988 33.104
H: 22.635 -23.905 34.033
H: 22.943 -23.133 32.277
C: 17.538 -21.029 38.313
C: 16.114 -21.762 37.938
O: 15.211 -20.750 38.210
C: 15.824 -19.600 38.502
O: 15.274 -18.602 38.710
O: 17.053 -19.697 38.619
H: 18.292 -20.971 37.506
H: 17.763 -21.260 39.248
H: 16.268 -22.629 38.337
H: 16.269 -22.199 36.905
C: 20.457 -25.036 36.619
C: 19.484 -23.870 36.138
O: 18.152 -24.432 36.088
C: 18.253 -25.728 36.363
O: 17.293 -26.473 36.465
O: 19.499 -26.111 36.644
H: 20.794 -24.707 37.663
H: 21.276 -24.984 36.002
H: 19.596 -23.382 35.324
H: 19.699 -23.164 36.835

Values from the calculation:
Total charge: -1
ΔE to the lowest compared entry with this formula, charge and spin, eV: 3.007
HOMO-LUMO gap, eV: 7.63

Atom charges from the Löwdin analysis, given in e for atoms 1 to 6: -0.6783 -0.0752 -0.0689 -0.0357 -0.2951 0.6087



Entry 5:
ORCA calculation (ωB97M-V with the def2-TZVPD basis set) on one molecule with the formula C9H16Si at a distorted geometry.

Element x y z (Å)
C: 0.179 2.040 -2.209
C: 1.034 1.622 -1.284
Si: 0.899 -0.104 -0.401
C: 2.653 -0.730 -0.204
C: -0.628 -1.236 -1.040
C: -2.104 -0.889 -0.436
C: -1.984 -0.717 1.086
C: -1.199 0.496 1.460
C: 0.292 0.383 1.339
C: 1.099 0.992 2.173
H: 0.174 3.012 -2.628
H: -0.862 1.597 -2.307
H: 2.105 1.996 -1.208
H: 2.629 -1.825 0.092
H: 3.403 -0.501 -1.085
H: 3.144 -0.089 0.602
H: -0.390 -2.231 -1.017
H: -0.676 -1.037 -2.098
H: -2.776 -1.780 -0.636
H: -2.527 0.064 -0.990
H: -1.354 -1.551 1.471
H: -3.020 -0.477 1.616
H: -1.430 0.803 2.504
H: -1.471 1.357 0.798
H: 2.165 0.961 1.790
H: 0.897 1.299 3.178

Values from the calculation:
Structure (SMILES): C=C[Si@]1(C)CCCCC1=C
ΔE to the lowest compared entry with this formula, charge and spin, eV: 1.148
HOMO-LUMO gap, eV: 10.06

Atom charges from the Löwdin analysis, given in e for atoms 1 to 6: -0.0884 -0.2189 0.6656 -0.2107 -0.2084 -0.2229



Entry 6:
ORCA calculation (ωB97M-V with the def2-TZVPD basis set) on C9H17BCl3CrGeN7S3 as an isolated structure.

Element x y z (Å)
Cr: 0.103 -0.260 -0.142
C: -1.053 -2.691 -3.186
N: -1.385 -3.200 -1.858
C: -1.332 -4.516 -1.484
C: -1.755 -4.573 -0.197
N: -2.075 -3.301 0.211
B: -2.794 -3.171 1.614
N: -2.900 -1.691 2.142
C: -4.063 -1.189 2.639
C: -3.797 0.024 3.212
N: -2.462 0.245 3.062
C: -1.741 1.435 3.513
C: -1.931 -0.810 2.405
S: -0.264 -0.998 2.022
C: -1.826 -2.478 -0.806
S: -2.018 -0.740 -0.890
H: -0.951 -3.541 -3.853
H: -0.118 -2.138 -3.156
H: -1.853 -2.050 -3.546
H: -1.016 -5.290 -2.161
H: -1.877 -5.416 0.460
H: -3.921 -3.554 1.480
H: -2.155 -3.809 2.401
H: -4.988 -1.733 2.562
H: -4.442 0.726 3.710
H: -2.410 2.014 4.142
H: -1.436 2.035 2.658
H: -0.868 1.140 4.088
N: 3.154 1.674 -0.366
N: 2.606 2.238 -1.533
C: 1.301 2.475 -1.779
N: 1.051 3.254 -2.817
S: -0.101 1.928 -0.934
H: 3.695 2.387 0.132
H: 3.788 0.914 -0.630
H: 3.291 2.597 -2.185
H: 1.771 3.741 -3.333
H: 0.094 3.401 -3.103
Cl: 1.641 -1.486 -0.986
Ge: 1.922 0.808 1.144
Cl: 3.700 -0.044 1.943
Cl: 1.614 2.628 2.240

Values from the calculation:
Total charge: +2
<S²>: 2.4073
2S+1: 3
ΔE to the lowest compared entry with this formula, charge and spin, eV: 0.000
HOMO-LUMO gap (spin up / spin down), eV: 5.41 / 7.38

Atom charges from the Löwdin analysis, given in e for atoms 1 to 6: -0.4068 -0.0093 -0.1121 0.0076 -0.0139 0.0149



Entry 7:
ORCA calculation (ωB97M-V with the def2-TZVPD basis set) on one molecule with the formula C9H17BrF2Si at a distorted geometry.

Element x y z (Å)
C: -0.332 0.214 4.201
C: -0.613 -1.105 4.062
C: -0.321 -1.546 2.729
C: -1.599 -1.074 1.950
C: -1.312 -1.187 0.389
Si: -0.236 0.213 -0.247
Br: -0.841 2.172 0.639
C: -0.478 0.120 -2.247
F: -0.041 -1.083 -2.815
F: -1.838 0.048 -2.489
C: 0.019 1.328 -2.981
C: 1.521 1.584 -3.031
C: 2.438 0.491 -2.569
H: 0.037 0.797 3.314
H: -0.475 0.860 5.090
H: -0.805 -1.751 4.858
H: -0.185 -2.621 2.643
H: 0.474 -1.011 2.222
H: -2.432 -1.773 2.235
H: -1.994 -0.075 1.990
H: -0.958 -2.189 0.242
H: -2.327 -1.123 -0.100
H: 1.211 0.289 0.176
H: -0.405 2.181 -2.588
H: -0.262 1.124 -4.044
H: 1.903 1.960 -3.935
H: 1.800 2.484 -2.454
H: 2.150 0.115 -1.590
H: 2.489 -0.398 -3.290
H: 3.412 0.961 -2.361

Values from the calculation:
Structure (SMILES): C=CCCC[Si@H](Br)C(F)(F)CCC
ΔE to the lowest compared entry with this formula, charge and spin, eV: 0.380
HOMO-LUMO gap, eV: 9.76

Atom charges from the Löwdin analysis, given in e for atoms 1 to 6: 0.0040 -0.1885 -0.2502 -0.2671 -0.3079 0.3812